# 1
{
  "formula": "C3H8N3",
  "method": "the ωB97M-V functional and the def2-TZVPD basis",
  "symbols": ["N", "N", "N", "C", "C", "C", "H", "H", "H", "H", "H", "H", "H", "H"],
  "positions_angstrom": [[0.1175, -0.6889, -0.9938], [-1.1434, -0.6848, 1.0873], [1.7284, 0.6835, -0.3750], [0.5617, 1.1710, 0.2173], [-0.5631, 0.1302, -0.1692], [1.4864, -0.3440, -1.0654], [2.0711, -1.0140, -1.7006], [-1.3355, 0.7684, -0.5336], [-1.7117, -0.0358, 1.7361], [-0.3606, -1.2041, -1.6624], [0.3012, 2.2073, -0.0854], [-0.2959, -1.0689, 1.6734], [-1.6440, -1.3480, 0.5427], [0.7879, 1.4281, 1.3286]],
  "forces_ev_per_a": [[1.049, 0.215, 0.251], [2.266, 2.417, 1.795], [2.207, 8.425, 5.145], [0.452, 0.423, 2.018], [1.115, 2.691, 2.362], [-2.105, -9.720, -6.237], [0.233, 0.828, 0.529], [-1.359, -0.387, -0.442], [0.647, -1.585, -1.351], [-0.648, -1.197, -1.612], [-0.089, -0.343, -0.486], [-2.165, 0.456, -1.566], [-1.019, -1.349, 0.678], [-0.585, -0.874, -1.084]],
  "lowdin_charge": [0.084, 0.223, 0.095, -0.149, -0.289, -0.213, 0.121, 0.151, 0.201, 0.135, 0.137, 0.218, 0.128, 0.159],
  "de_lowest_kj_mol": 163.18,
  "s_squared": 2.01,
  "multiplicity": 3,
  "total_charge": 1,
  "gap_ev": [5.34, 7.93],
  "energy_ev": -7698.3694
}

---

# 2
{
  "formula": "C3H8N3O",
  "method": "the ωB97M-V functional and the def2-TZVPD basis",
  "symbols": ["O", "N", "N", "N", "C", "C", "C", "H", "H", "H", "H", "H", "H", "H", "H"],
  "positions_angstrom": [[-2.0166, 0.2580, 0.0192], [1.5550, -0.1209, -0.3730], [0.2276, 1.7598, -0.2839], [-3.8235, -1.2127, -0.2448], [-3.0154, -0.4123, -0.0164], [2.2387, -1.2558, 0.0241], [0.9327, 0.6204, 0.3973], [-0.8286, 1.6300, -0.3392], [0.9357, 0.6729, 1.5792], [-4.6475, -1.7000, 0.1007], [1.9788, -2.2004, -0.5270], [2.1114, -1.5076, 1.0354], [0.6876, 1.8474, -1.3377], [3.3994, -1.0957, -0.1955], [0.2646, 2.7172, 0.1616]],
  "forces_ev_per_a": [[-1.700, -0.391, 0.318], [-1.543, 1.304, -0.957], [0.075, 1.807, -2.520], [-2.516, -1.629, 0.154], [3.521, 1.561, -0.200], [3.664, -2.043, -1.045], [0.408, 0.765, 2.043], [1.210, -0.700, -0.208], [-0.341, -0.277, -2.463], [0.604, 0.483, -0.260], [-0.010, 1.261, -0.025], [-0.004, -0.148, 1.683], [-1.622, -0.419, 3.251], [-2.439, -0.324, 0.461], [0.692, -1.251, -0.233]],
  "lowdin_charge": [0.055, -0.007, 0.151, 0.268, -0.355, -0.127, -0.179, 0.121, 0.193, 0.134, 0.111, 0.057, 0.250, 0.150, 0.177],
  "de_lowest_kj_mol": 188.59,
  "total_charge": 1,
  "gap_ev": 11.36,
  "energy_ev": -9750.5094
}

---

# 3
{
  "formula": "C3H8N3O",
  "method": "the ωB97M-V functional and the def2-TZVPD basis",
  "symbols": ["O", "N", "N", "N", "C", "C", "C", "H", "H", "H", "H", "H", "H", "H", "H"],
  "positions_angstrom": [[-2.4454, -1.0767, -1.3484], [-0.5769, 0.4513, -1.2628], [-1.0002, -0.6395, 0.5760], [1.4443, -0.7694, 0.5577], [-1.4905, -0.4784, -0.7990], [0.1679, 1.2047, -0.3238], [0.1588, 0.0639, 0.8290], [2.2459, -0.1282, 0.5101], [1.6811, -1.4444, 1.3307], [1.1946, 1.3594, -0.7111], [0.3875, 0.4709, 1.8571], [-1.7552, -0.7749, 1.2360], [1.2422, -1.3390, -0.3342], [-0.7933, 1.0079, -2.1651], [-0.4609, 2.0925, 0.0477]],
  "forces_ev_per_a": [[3.887, 2.504, 2.316], [-1.473, 1.327, -4.899], [-1.615, -1.310, -0.512], [-0.380, -1.868, -0.318], [-1.643, -1.015, -0.486], [-0.648, -1.035, 2.351], [1.197, 2.827, 0.462], [-0.163, -0.365, -0.547], [-0.600, 0.575, -0.880], [-0.702, 0.665, 0.418], [-1.013, -0.455, -1.027], [0.483, -0.242, 0.328], [0.911, 1.082, 1.390], [0.190, -1.835, 1.875], [1.569, -0.852, -0.472]],
  "lowdin_charge": [0.091, 0.023, 0.099, 0.205, -0.427, -0.106, -0.280, 0.160, 0.187, 0.128, 0.180, 0.162, 0.206, 0.209, 0.163],
  "de_lowest_kj_mol": 93.91,
  "total_charge": 1,
  "smiles": "[NH3+][C@H]1CNC(=O)N1",
  "gap_ev": 10.38,
  "energy_ev": -9751.4906
}

---

# 4
{
  "formula": "C3H8N3O",
  "method": "the ωB97M-V functional and the def2-TZVPD basis",
  "symbols": ["O", "N", "N", "N", "C", "C", "C", "H", "H", "H", "H", "H", "H", "H", "H"],
  "positions_angstrom": [[-0.6000, 1.3243, -0.4209], [2.1338, -0.2108, 0.2061], [0.6146, 0.9578, -1.2053], [-0.4044, -0.8533, 0.1665], [-2.4130, -0.0419, 0.8213], [-1.0805, 0.2056, 0.1864], [1.0418, -0.2740, -0.8266], [-3.0911, -0.1266, 0.0284], [-2.2817, -1.0531, 1.3639], [0.2364, 0.9437, -2.1022], [-2.6984, 0.8606, 1.5587], [2.6232, 0.6122, 0.1318], [2.8243, -0.9624, 0.3329], [1.2888, -1.0761, -1.4654], [1.8061, -0.3061, 1.2245]],
  "forces_ev_per_a": [[-0.139, 0.005, 0.051], [-0.918, -2.664, 3.540], [-0.460, 1.137, 1.590], [4.232, -0.025, -2.093], [0.610, 1.735, 3.462], [0.890, -0.737, -0.497], [-3.175, -2.356, 4.051], [-1.374, -0.046, -0.931], [-0.562, 1.926, -0.764], [-0.503, 0.133, -2.070], [0.439, -2.236, -1.670], [1.572, 2.840, -0.264], [-0.043, -0.267, -1.485], [-0.020, -0.311, -1.305], [-0.551, 0.865, -1.615]],
  "lowdin_charge": [0.037, 0.233, 0.087, 0.185, 0.006, -0.481, -0.190, 0.066, 0.124, 0.128, 0.150, 0.124, 0.182, 0.142, 0.207],
  "de_lowest_kj_mol": 433.40,
  "total_charge": 1,
  "gap_ev": 10.78,
  "energy_ev": -9747.9721
}

---

# 5
{
  "formula": "C3H8N3O2",
  "method": "the ωB97M-V functional and the def2-TZVPD basis",
  "symbols": ["O", "O", "N", "N", "N", "C", "C", "C", "H", "H", "H", "H", "H", "H", "H", "H"],
  "positions_angstrom": [[2.2302, -1.3977, -1.1971], [0.8328, 1.0738, 0.9716], [0.0742, -0.5746, -1.0949], [0.2393, 2.6481, -0.5898], [-2.3118, -0.7552, 0.5614], [1.4865, -0.2546, 0.7929], [1.3477, -0.8129, -0.6340], [0.4256, 1.7395, 0.1041], [-0.6276, -0.4896, -0.3997], [0.2974, 3.4267, -1.2438], [-2.0228, -1.5869, 1.0084], [-2.8723, -0.8182, -0.2479], [2.4301, -0.3237, 1.2124], [-0.0652, -1.0036, -1.9960], [-2.5088, -0.0242, 1.1850], [1.0446, -0.8469, 1.5674]],
  "forces_ev_per_a": [[0.027, 0.326, 0.289], [1.634, -3.651, 4.101], [2.779, -0.048, -0.894], [-0.394, -0.503, 0.014], [1.793, 0.548, -0.402], [-1.084, -1.307, -0.159], [-0.947, 0.023, 0.340], [-0.414, 5.161, -4.575], [-1.703, -0.281, 0.479], [-0.264, -0.566, 0.348], [-0.312, -0.951, 0.290], [-0.850, -0.301, -0.411], [2.561, 1.386, -0.017], [-0.643, 0.046, -0.084], [-0.764, 0.751, 0.747], [-1.417, -0.634, -0.068]],
  "lowdin_charge": [0.144, 0.202, 0.170, 0.391, 0.064, 0.072, -0.491, -0.243, 0.016, 0.173, 0.035, 0.037, 0.127, 0.137, 0.023, 0.142],
  "de_lowest_kj_mol": 258.56,
  "total_charge": 1,
  "gap_ev": 10.30,
  "energy_ev": -11796.8232
}

---

# 6
{
  "formula": "C3H8N3O2",
  "method": "the ωB97M-V functional and the def2-TZVPD basis",
  "symbols": ["O", "O", "N", "N", "N", "C", "C", "C", "H", "H", "H", "H", "H", "H", "H", "H"],
  "positions_angstrom": [[2.0681, 0.5598, -0.1050], [-0.1531, 1.1225, -1.0734], [-1.8798, 0.5184, 1.9265], [0.0575, -0.3085, 0.7164], [-1.1209, 1.2895, -0.1828], [1.1439, -1.1991, -1.3812], [-1.0073, 0.4822, 0.8617], [0.9362, -0.0697, -0.4275], [-1.9352, 1.8658, -0.4616], [-2.8255, 0.9708, 1.6272], [0.5063, -0.8659, 1.3444], [1.1926, -2.1610, -0.8817], [-2.1437, -0.1707, 2.6861], [1.9646, -1.0566, -1.9773], [2.9321, 0.3376, -0.6367], [0.2642, -1.3149, -2.0351]],
  "forces_ev_per_a": [[1.702, -0.027, -0.291], [2.894, -1.504, -1.519], [-2.983, 0.726, -0.766], [0.345, 1.187, -2.482], [-1.451, -0.213, 1.814], [-3.370, -0.583, 0.424], [-1.226, 0.013, 0.933], [-1.278, 1.875, -0.717], [0.925, -0.587, 0.348], [2.440, -0.820, 0.812], [0.618, -1.668, 2.794], [0.297, -0.009, 0.442], [1.521, 0.616, -1.693], [2.084, 0.392, -1.399], [-2.793, 0.364, 1.108], [0.273, 0.238, 0.192]],
  "lowdin_charge": [0.109, -0.020, 0.162, 0.212, 0.048, 0.041, -0.331, -0.398, 0.209, 0.166, 0.139, 0.111, 0.158, 0.067, 0.209, 0.120],
  "de_lowest_kj_mol": 229.91,
  "total_charge": 1,
  "smiles": "C[C@]1(O)NC(=[NH2+])NO1",
  "gap_ev": 10.35,
  "energy_ev": -11797.1202
}

---

# 7
{
  "formula": "C3H8N3S",
  "method": "the ωB97M-V functional and the def2-TZVPD basis",
  "symbols": ["S", "N", "N", "N", "C", "C", "C", "H", "H", "H", "H", "H", "H", "H", "H"],
  "positions_angstrom": [[2.2321, 1.3588, 0.9720], [-1.0460, 1.4929, -1.3263], [-0.4601, -0.3015, -0.1455], [0.8513, 1.7189, -0.0669], [0.2765, -2.5586, 0.3927], [-0.1982, 0.9716, -0.3941], [0.5166, -1.2849, 0.2388], [-1.7951, 0.9232, -1.5834], [1.5842, -0.9512, 0.0704], [0.9736, -3.3435, 0.4691], [2.9713, 1.2423, -0.0772], [-1.1692, 2.5163, -1.6410], [-0.7112, -3.0407, 0.5041], [-1.5018, -0.5075, 0.0923], [0.9380, 2.7109, -0.3109]],
  "forces_ev_per_a": [[-1.733, 0.218, 0.605], [0.217, 3.120, -0.140], [0.136, -4.095, 2.674], [1.974, 0.388, 1.425], [-4.326, -10.019, 1.409], [-0.899, 2.428, -2.197], [2.425, 11.572, -2.091], [-1.191, -0.874, -0.617], [-1.704, -0.260, 0.142], [1.319, -0.177, -0.121], [1.342, -0.252, -1.028], [0.649, -2.308, 1.258], [0.273, 0.898, -0.032], [2.382, 0.179, -0.912], [-0.865, -0.818, -0.377]],
  "lowdin_charge": [0.869, 0.168, 0.116, -0.265, 0.040, -0.480, -0.173, 0.087, 0.097, 0.066, -0.137, 0.179, 0.091, 0.226, 0.116],
  "de_lowest_kj_mol": 186.16,
  "s_squared": 2.01,
  "multiplicity": 3,
  "total_charge": 1,
  "gap_ev": [5.76, 7.63],
  "energy_ev": -18533.9088
}

---

# 8
{
  "formula": "C3H8N3S",
  "method": "the ωB97M-V functional and the def2-TZVPD basis",
  "symbols": ["S", "N", "N", "N", "C", "C", "C", "H", "H", "H", "H", "H", "H", "H", "H"],
  "positions_angstrom": [[-2.7553, 0.3121, 2.2128], [0.9567, -0.6995, -1.1041], [1.9260, 0.7704, 0.3605], [-0.8773, 0.0251, 0.2699], [2.0089, -0.2375, -0.4516], [-0.4385, -0.0983, -1.1141], [-2.0913, -0.1269, 0.6285], [-1.0932, -0.9133, -1.5785], [-1.6046, 0.7271, 2.9235], [1.0238, 1.2083, 0.5183], [-0.6635, 0.8717, -1.6845], [2.6412, 1.0097, 1.0526], [2.9759, -0.6905, -0.6330], [1.0193, -1.6859, -1.5195], [-3.0281, -0.4725, 0.1191]],
  "forces_ev_per_a": [[2.193, 0.576, -0.217], [-0.599, -0.959, -1.312], [0.174, 1.031, 0.943], [6.939, 0.604, -1.919], [-0.742, -0.392, -0.357], [-1.854, -0.993, 1.043], [-8.305, -0.816, 2.357], [0.888, 1.028, 0.186], [-1.120, -0.492, -0.870], [-0.085, -0.277, 0.088], [1.147, -1.202, 0.400], [-0.060, -0.187, -0.886], [-0.094, -0.324, 0.287], [0.096, 2.351, 0.619], [1.423, 0.053, -0.361]],
  "lowdin_charge": [0.893, 0.065, 0.197, -0.093, -0.146, -0.164, -0.680, 0.146, -0.066, 0.110, 0.161, 0.156, 0.163, 0.198, 0.060],
  "de_lowest_kj_mol": 95.81,
  "s_squared": 2.01,
  "multiplicity": 3,
  "total_charge": 1,
  "gap_ev": [5.78, 6.83],
  "energy_ev": -18534.8452
}

---

> Which formula does entry 1 have?

C3H8N3